(1)
DFT (ωB97M-V/def2-TZVPD) results for a 2-piece molecular cluster, C2BrClF2S overall.

Each line ends with the natural charge from an NBO analysis.
CARTESIAN COORDINATES (ANGSTROEM)
C 0.143 0.964 -1.106  -0.44
C -0.067 -0.585 0.914  0.65
F 0.845 -0.144 1.788  -0.32
F -1.289 -0.267 1.382  -0.33
S 0.895 2.334 -1.044  0.25
Cl 0.108 -2.219 0.441  0.01
Br -0.636 -0.083 -2.377  0.18

The HOMO energy (alpha / beta) is -7.4865 / -10.4004 eV. The value obtained for the gap between HOMO and LUMO (alpha / beta) is 6.8 / 8.5 eV. The value obtained for the electronic energy is -3708.1700 a.u. The spin multiplicity is 3.

(2)
DFT (ωB97M-V/def2-TZVPD) results for a 3-piece molecular cluster, C3H11NOS2 overall.

Each line ends with the natural charge from an NBO analysis.
CARTESIAN COORDINATES (ANGSTROEM)
N -1.878 1.565 0.084  -0.76
C -1.301 0.332 0.683  -0.08
C -1.198 -0.864 -0.267  -0.63
C 0.083 0.729 1.141  -0.54
S 0.900 -0.730 1.964  0.07
S 0.325 1.363 -2.362  -0.32
H -2.182 2.258 0.744  0.37
H -1.297 1.892 -0.657  0.38
H -2.121 0.010 1.420  0.23
H -0.661 -0.577 -1.207  0.24
H -2.185 -1.044 -0.657  0.23
H -0.677 -1.715 0.285  0.25
H -0.052 1.491 1.904  0.22
H 0.818 1.040 0.406  0.27
H 1.128 0.384 -2.812  0.13
H 1.407 -1.973 0.406  0.46
H 2.349 -3.066 -0.375  0.47
O 1.441 -2.620 -0.376  -1.00

The HOMO energy is -8.3485 eV. The value obtained for the gap between HOMO and LUMO is 3.6 eV. The value obtained for the electronic energy is -1047.0570 a.u.

(3)
DFT (ωB97M-V/def2-TZVPD) results for an isolated ion of composition C3HNO3S and charge -2.

Each line ends with the natural charge from an NBO analysis.
CARTESIAN COORDINATES (ANGSTROEM)
C -3.514 -0.698 -0.364  0.70
C -3.452 0.863 -0.658  -0.38
C -0.497 0.572 0.567  0.53
N 0.117 0.181 -0.466  -0.90
O -4.219 -0.089 0.495  -0.61
O -3.403 -1.976 -0.470  -0.76
O -0.354 0.428 1.755  -0.77
S -1.953 1.690 -0.016  -0.09
H 1.076 -0.291 -0.168  0.27

The HOMO energy is 0.4796 eV. The value obtained for the gap between HOMO and LUMO is 6.0 eV. The value obtained for the electronic energy is -793.4507 a.u. Its total charge is -2. As for the SMILES: [H]/N=C(\[O-])SC1=C([O-])O1.

(4)
DFT (ωB97M-V/def2-TZVPD) results for a 2-piece molecular cluster, C3H10N2O overall.

Each line ends with the natural charge from an NBO analysis.
CARTESIAN COORDINATES (ANGSTROEM)
C -2.719 -0.249 0.165  -0.04
N -2.534 -0.993 1.173  -0.61
H -2.052 0.579 -0.063  0.17
H -3.521 -0.393 -0.563  0.14
H -3.259 -1.705 1.157  0.34
C 1.663 0.818 -1.415  -0.42
N 0.785 0.098 -0.517  -0.65
C 1.343 0.049 0.832  0.11
O 0.540 -0.727 1.671  -0.72
H 1.708 1.870 -1.130  0.19
H 1.267 0.807 -2.430  0.20
H 2.690 0.443 -1.506  0.17
H 0.676 -0.858 -0.850  0.36
H 2.352 -0.379 0.838  0.14
H 1.439 1.094 1.155  0.14
H -0.376 -0.453 1.483  0.49

The HOMO energy is -9.2010 eV. The value obtained for the gap between HOMO and LUMO is 10.2 eV. The value obtained for the electronic energy is -305.0039 a.u. As for the SMILES: CNCO.C=N.

(5)
DFT (ωB97M-V/def2-TZVPD) results for C7H8O as an isolated structure.

Each line ends with the natural charge from an NBO analysis.
CARTESIAN COORDINATES (ANGSTROEM)
C 0.763 -0.662 0.222  0.13
C 1.230 -1.558 -0.828  -0.72
C -0.176 0.414 -0.228  0.23
C -1.426 0.202 0.672  -0.23
C -2.633 0.223 0.126  -0.36
C 1.054 1.301 0.432  -0.09
C 1.833 2.161 0.750  -0.14
O -0.367 0.679 -1.460  -0.71
H 0.825 -0.948 1.269  0.22
H -1.270 -0.023 1.721  0.20
H 1.944 -2.309 -0.504  0.23
H 0.329 -1.991 -1.290  0.28
H 1.622 -0.941 -1.651  0.29
H -3.522 0.037 0.714  0.20
H -2.749 0.497 -0.914  0.23
H 2.543 2.918 0.969  0.24

The HOMO energy (alpha / beta) is -8.7122 / -8.7124 eV. The value obtained for the gap between HOMO and LUMO (alpha / beta) is 7.7 / 7.7 eV. The value obtained for the electronic energy is -346.5330 a.u.

(6)
DFT (ωB97M-V/def2-TZVPD) results for an isolated molecule of C5H8N2O2.

Each line ends with the natural charge from an NBO analysis.
CARTESIAN COORDINATES (ANGSTROEM)
C -0.021 0.388 -0.984  0.24
C 0.426 -1.697 0.071  0.63
C 0.218 -0.230 0.414  0.08
C 0.065 1.863 -1.021  -0.67
C -0.962 -0.074 1.430  -0.60
N 0.015 -0.505 -1.891  -0.22
N 0.204 -1.759 -1.282  -0.47
O 0.577 -2.616 0.844  -0.58
O 1.299 0.419 1.070  -0.70
H 0.805 2.238 -0.419  0.25
H -0.913 2.400 -0.690  0.23
H 0.083 2.386 -2.016  0.24
H -1.122 -0.895 1.977  0.22
H -1.988 0.009 0.823  0.20
H -0.845 0.869 1.981  0.23
H 0.494 -2.463 -1.930  0.41
H 1.667 -0.332 1.625  0.49

The HOMO energy is -9.5912 eV. The value obtained for the gap between HOMO and LUMO is 10.3 eV. The value obtained for the electronic energy is -455.2626 a.u. As for the SMILES: CC1=NNC(=O)[C@@]1(C)O.

(7)
DFT (ωB97M-V/def2-TZVPD) results for a 13-piece molecular cluster, C64H167N13O19 overall.

Each line ends with the Mulliken charge.
CARTESIAN COORDINATES (ANGSTROEM)
C 23.243 22.049 -8.875  -1.61
C 21.699 21.904 -9.138  0.25
C 20.821 21.540 -7.949  -0.13
O 19.571 21.182 -8.504  -0.32
C 18.616 20.867 -7.480  -0.70
N 21.295 23.152 -9.751  -0.60
H 23.393 22.712 -8.022  0.38
H 23.762 22.301 -9.799  0.37
H 23.731 21.106 -8.624  0.43
H 21.681 21.127 -9.903  0.26
H 20.836 22.412 -7.294  -0.04
H 21.125 20.709 -7.311  0.53
H 17.670 20.418 -7.784  0.05
H 18.319 21.698 -6.839  0.31
H 18.979 20.047 -6.859  0.42
H 20.286 23.146 -9.693  0.13
H 21.647 23.887 -9.152  0.28
C 14.241 19.217 -5.300  -0.45
C 15.426 18.613 -6.042  1.80
C 16.558 18.230 -5.053  -0.60
O 17.823 17.951 -5.728  -0.33
C 18.790 17.437 -4.905  -0.76
N 14.939 17.477 -6.778  -0.67
H 14.531 20.033 -4.637  -0.02
H 13.913 18.398 -4.658  -0.15
H 13.422 19.612 -5.900  0.13
H 15.935 19.341 -6.674  -0.94
H 16.268 17.358 -4.464  0.30
H 16.709 19.068 -4.371  0.17
H 19.656 17.276 -5.547  0.30
H 18.554 16.487 -4.423  0.34
H 19.106 18.221 -4.215  0.26
H 14.609 16.808 -6.097  0.32
H 15.783 17.145 -7.224  0.35
C 11.977 26.720 -1.823  -1.37
C 10.969 25.506 -2.068  0.55
C 11.498 24.152 -1.491  -0.01
O 10.452 23.212 -1.701  -0.36
C 10.806 21.982 -1.122  -0.11
N 9.777 25.980 -1.325  -0.72
H 11.627 27.628 -2.315  0.50
H 12.908 26.483 -2.340  0.09
H 12.138 26.885 -0.758  0.34
H 10.573 25.502 -3.083  -0.12
H 11.881 24.225 -0.473  -0.04
H 12.284 23.911 -2.208  0.10
H 9.927 21.346 -1.236  -0.08
H 11.055 22.029 -0.061  0.32
H 11.546 21.383 -1.655  0.11
H 9.911 25.776 -0.344  0.31
H 9.047 25.378 -1.680  0.28
C 8.678 28.419 -4.873  -0.82
C 7.263 27.715 -4.849  0.29
C 7.338 26.279 -5.483  -0.48
O 7.687 26.295 -6.861  -0.31
C 7.798 24.957 -7.378  -0.46
N 6.685 27.742 -3.513  -0.75
H 9.256 28.063 -5.726  -0.06
H 9.264 28.222 -3.974  0.34
H 8.625 29.508 -4.868  0.39
H 6.549 28.190 -5.523  0.25
H 6.372 25.789 -5.353  0.43
H 8.118 25.738 -4.945  0.06
H 6.852 24.421 -7.292  0.36
H 8.554 24.428 -6.796  0.02
H 8.097 25.006 -8.424  0.24
H 7.041 28.593 -3.100  0.33
H 7.116 26.985 -2.999  0.24
C 7.780 31.833 -10.257  -1.29
C 8.250 32.946 -9.246  0.59
C 9.788 33.080 -8.951  -0.95
O 10.455 31.878 -8.603  -0.15
C 10.028 31.194 -7.406  -0.67
N 7.668 34.213 -9.664  -0.72
H 7.918 30.847 -9.813  0.25
H 8.227 31.873 -11.250  0.32
H 6.713 31.848 -10.481  0.44
H 7.874 32.638 -8.269  0.21
H 9.926 33.800 -8.143  0.40
H 10.320 33.610 -9.741  0.35
H 10.646 30.319 -7.205  -0.07
H 9.040 30.765 -7.576  0.36
H 9.984 31.836 -6.526  0.42
H 7.673 34.818 -8.854  0.27
H 6.710 33.938 -9.836  0.27
C 19.409 24.913 -7.135  -0.58
C 19.524 26.240 -7.866  0.52
C 18.292 26.867 -8.407  -0.33
O 17.610 25.984 -9.332  -0.25
C 16.424 26.523 -9.869  -0.42
N 20.340 27.223 -7.120  -0.76
H 18.704 25.113 -6.327  0.25
H 20.341 24.530 -6.720  0.43
H 18.976 24.151 -7.783  -0.41
H 20.170 25.999 -8.711  0.05
H 18.545 27.816 -8.881  0.38
H 17.567 27.041 -7.610  0.00
H 15.716 26.880 -9.119  -0.22
H 15.983 25.761 -10.510  0.29
H 16.498 27.405 -10.508  0.48
H 21.159 26.726 -6.798  0.30
H 19.885 27.643 -6.321  0.24
C 15.358 23.610 3.034  -1.48
C 14.107 24.051 2.255  0.42
C 14.440 25.172 1.237  0.60
O 15.020 26.325 1.870  -0.45
C 15.425 27.360 0.956  -0.56
N 13.566 22.851 1.603  -0.28
H 15.844 24.485 3.465  0.46
H 16.122 23.110 2.437  0.26
H 15.079 22.836 3.748  0.31
H 13.377 24.380 2.995  0.30
H 13.587 25.453 0.616  -0.43
H 15.183 24.834 0.513  0.00
H 16.442 27.171 0.610  0.30
H 15.562 28.289 1.509  0.31
H 14.726 27.488 0.129  0.14
H 13.344 22.051 2.178  0.27
H 12.701 23.182 1.198  -0.02
C 11.547 26.593 -6.347  -0.94
O 12.826 26.160 -5.993  0.59
C 13.713 25.966 -7.024  -0.60
C 14.881 25.139 -6.424  0.37
N 14.517 23.734 -6.105  0.75
C 15.724 22.969 -5.716  1.11
C 16.395 23.312 -4.347  -1.32
O 15.547 23.010 -3.244  0.48
C 16.114 23.397 -2.006  -0.87
H 11.576 27.626 -6.697  0.41
H 10.952 26.768 -5.449  -0.14
H 10.877 26.009 -6.980  0.34
H 14.053 26.892 -7.491  -0.36
H 13.192 25.461 -7.839  0.06
H 15.207 25.649 -5.517  0.13
H 15.690 25.060 -7.151  -0.17
H 13.797 23.700 -5.396  -0.27
H 16.469 23.039 -6.509  -0.58
H 15.419 21.922 -5.683  -0.37
H 16.569 24.389 -4.327  0.16
H 17.343 22.787 -4.217  0.60
H 16.527 24.405 -1.955  0.44
H 16.923 22.679 -1.862  0.34
H 15.435 23.251 -1.167  -0.17
C 14.421 20.426 -1.414  0.32
O 13.414 19.558 -1.740  -0.04
C 13.732 18.155 -1.601  -0.15
C 12.478 17.314 -2.040  -1.10
N 11.340 17.633 -1.198  -0.24
C 10.118 16.933 -1.546  -0.64
C 8.835 17.483 -0.941  -0.66
O 8.723 18.893 -1.312  -0.21
C 7.440 19.441 -1.531  -0.76
H 15.196 20.333 -2.176  -0.09
H 14.892 20.204 -0.455  0.05
H 13.996 21.422 -1.288  -0.37
H 14.010 17.860 -0.589  0.16
H 14.570 17.876 -2.241  0.26
H 12.719 16.253 -1.968  0.44
H 12.219 17.525 -3.079  0.45
H 11.315 18.643 -1.183  0.20
H 10.120 15.900 -1.197  0.33
H 9.936 16.856 -2.620  0.38
H 8.917 17.431 0.145  0.29
H 7.995 16.861 -1.250  0.45
H 6.845 19.561 -0.625  0.32
H 6.916 18.925 -2.336  0.36
H 7.702 20.422 -1.928  0.12
C 18.914 33.779 -1.704  -0.73
O 18.277 33.180 -2.850  -0.32
C 19.257 32.753 -3.838  -0.72
C 18.568 32.090 -5.053  -0.61
N 17.793 30.909 -4.679  -0.08
C 17.064 30.368 -5.820  -0.06
C 15.850 29.612 -5.273  -0.56
O 16.222 28.490 -4.446  -0.48
C 15.106 27.851 -3.805  -0.84
H 18.165 34.125 -0.992  0.24
H 19.464 34.640 -2.085  0.30
H 19.578 33.123 -1.139  0.30
H 19.877 31.980 -3.380  0.34
H 19.964 33.549 -4.076  0.49
H 19.316 31.762 -5.775  0.42
H 18.047 32.873 -5.607  0.27
H 17.064 31.200 -4.042  0.32
H 17.715 29.752 -6.443  0.18
H 16.680 31.128 -6.501  -0.26
H 15.282 29.280 -6.143  0.16
H 15.138 30.238 -4.733  0.52
H 14.318 27.657 -4.535  0.23
H 14.681 28.442 -2.993  0.63
H 15.432 26.888 -3.411  0.18
C 17.977 19.276 -0.937  -0.56
O 17.265 18.481 0.038  -0.38
C 17.301 19.106 1.317  0.00
C 16.675 18.183 2.290  -1.22
N 16.502 18.628 3.668  -0.21
C 17.698 19.199 4.263  -0.45
C 17.520 19.311 5.819  -0.71
O 16.472 20.153 6.227  -0.39
C 16.794 21.566 6.262  -0.63
H 17.677 20.323 -0.989  0.21
H 17.820 18.716 -1.859  0.08
H 19.029 19.253 -0.648  0.49
H 16.859 20.101 1.386  0.14
H 18.364 19.204 1.543  0.50
H 17.229 17.243 2.294  0.29
H 15.762 17.869 1.781  0.37
H 15.652 19.151 3.821  0.28
H 17.954 20.104 3.710  0.25
H 18.436 18.467 3.931  0.36
H 18.480 19.634 6.227  0.39
H 17.511 18.299 6.223  0.42
H 17.450 21.650 7.129  0.36
H 15.881 22.098 6.528  0.21
H 17.195 21.933 5.318  0.24
C 9.465 22.228 -5.099  -0.83
O 9.950 22.376 -6.435  -0.46
C 11.379 22.225 -6.597  0.26
C 11.825 22.642 -8.074  -0.92
N 13.220 22.525 -8.291  0.17
C 13.784 22.759 -9.570  -0.86
C 15.328 22.676 -9.445  0.41
O 15.967 23.098 -10.645  -0.55
C 17.354 22.778 -10.664  -0.35
H 9.638 21.229 -4.697  0.45
H 8.381 22.332 -5.065  0.40
H 9.913 22.890 -4.357  0.22
H 11.778 21.223 -6.436  0.19
H 11.859 22.869 -5.859  0.00
H 11.517 23.652 -8.355  0.24
H 11.348 21.980 -8.798  0.45
H 13.810 22.842 -7.532  -0.17
H 13.454 23.711 -9.993  0.16
H 13.472 22.028 -10.318  0.39
H 15.600 21.630 -9.296  0.25
H 15.736 23.262 -8.620  -0.12
H 17.554 21.710 -10.762  0.45
H 17.817 23.264 -9.805  -0.20
H 17.781 23.265 -11.540  0.37
C 13.114 27.682 -10.411  -0.82
O 13.887 28.574 -9.587  0.07
C 13.375 29.885 -9.820  -0.51
C 14.134 30.962 -8.987  -1.03
N 15.531 30.555 -8.757  0.60
C 16.382 31.257 -9.689  -0.69
C 16.619 32.770 -9.407  -0.61
O 17.825 33.291 -9.964  -0.40
C 17.843 33.519 -11.351  -0.72
H 13.480 26.658 -10.331  -0.02
H 13.192 27.969 -11.460  0.35
H 12.055 27.761 -10.163  0.37
H 12.349 29.895 -9.452  0.43
H 13.502 30.222 -10.849  0.33
H 13.849 30.723 -7.961  0.18
H 13.919 32.007 -9.206  0.48
H 15.459 29.574 -8.990  -0.23
H 15.901 31.138 -10.662  0.43
H 17.340 30.738 -9.695  0.48
H 16.627 32.895 -8.324  0.27
H 15.797 33.343 -9.838  0.36
H 17.117 34.267 -11.673  0.30
H 17.769 32.592 -11.921  0.30
H 18.820 33.958 -11.554  0.27

The HOMO energy is -7.7806 eV. The value obtained for the gap between HOMO and LUMO is 8.2 eV. The value obtained for the electronic energy is -4679.4394 a.u.

(8)
DFT (ωB97M-V/def2-TZVPD) results for a 2-piece molecular cluster, C6H16 overall.

Each line ends with the natural charge from an NBO analysis.
CARTESIAN COORDINATES (ANGSTROEM)
C -1.060 -2.314 -0.167  -0.42
C -1.797 -1.326 0.741  -0.61
C 0.433 -2.447 0.188  -0.61
H -1.485 -3.328 -0.156  0.22
H -1.176 -2.086 -1.238  0.20
H -2.355 -1.816 1.541  0.23
H 0.777 -3.468 0.036  0.23
H 1.108 -1.753 -0.325  0.18
H -2.474 -0.690 0.178  0.21
H -1.074 -0.636 1.212  0.17
H 0.645 -2.223 1.237  0.20
C 0.867 2.579 -0.229  -0.33
C 1.421 1.518 0.790  -0.53
C 0.129 1.982 -1.347  -0.62
H 0.095 3.088 0.456  0.41
H 1.472 3.405 -0.572  0.27
H 2.122 1.883 1.533  0.28
H 0.666 1.523 -2.199  0.34
H -0.772 1.407 -1.093  0.27
H 1.834 0.738 0.158  0.29
H 0.654 1.037 1.397  0.27
H -0.221 2.835 -2.000  0.34

The HOMO energy (alpha / beta) is -14.1874 / -14.1684 eV. The value obtained for the gap between HOMO and LUMO (alpha / beta) is 11.0 / 3.4 eV. The value obtained for the electronic energy is -237.7671 a.u. Its total charge is +1. The spin multiplicity is 2.

(9)
DFT (ωB97M-V/def2-TZVPD) results for an isolated molecule of C4H9NO.

Each line ends with the natural charge from an NBO analysis.
CARTESIAN COORDINATES (ANGSTROEM)
C 1.029 0.838 -0.138  -0.42
C 0.263 -0.577 2.215  -0.37
O -0.083 -1.458 1.235  -0.35
C -0.335 -1.138 0.025  0.30
N -0.265 0.168 -0.390  -0.46
C -0.859 0.426 -1.690  -0.41
H 1.783 0.132 0.221  0.22
H 1.377 1.269 -1.081  0.20
H 0.934 1.633 0.608  0.21
H 0.243 -1.076 3.174  0.16
H -0.235 0.384 2.107  0.15
H -0.611 -1.952 -0.639  0.17
H -0.379 -0.150 -2.500  0.18
H -0.757 1.489 -1.924  0.21
H -1.925 0.183 -1.671  0.21

The HOMO energy (alpha / beta) is -6.8135 / -6.2483 eV. The value obtained for the gap between HOMO and LUMO (alpha / beta) is 7.6 / 7.1 eV. The value obtained for the electronic energy is -287.6585 a.u.

Q: electronic energy of number 5 (C7H8O)?
A: -346.5330 a.u.

Q: Which of these has the highest electronic energy?
A: C6H16

Q: Which value of electronic energy does entry 8 give?
A: -237.7671 a.u.